#A
A single C2HF2N molecule, computed with the ωB97M-V functional and the def2-TZVPD basis.

Its HOMO energy is -13.13 eV. The SMILES is N#CC(F)F. As for the net charge: 0. Its HOMO-LUMO gap is 0.502 hartree.

Each line ends with the Löwdin charge.
Positions of all 6 atoms, in Å:
C: 0.295 0.186 -0.332  -0.309
C: -0.332 -0.513 0.864  -0.115
H: 1.048 0.908 0.155  0.176
N: -0.859 -1.138 1.648  0.177
F: 0.408 -0.616 -1.416  0.086
F: -0.560 1.173 -0.918  -0.016

#B
A 2-piece molecular cluster, C2HF2N overall, computed with the ωB97M-V functional and the def2-TZVPD basis.

Its HOMO energy is -12.53 eV. As for the net charge: 0. Its HOMO-LUMO gap is 0.413 hartree.

Each line ends with the Löwdin charge.
Positions of all 6 atoms, in Å:
C: -1.687 -0.609 -0.103  -0.140
C: 1.518 0.047 0.048  -0.010
N: -2.689 -0.619 0.243  0.053
F: 1.799 0.886 -1.002  0.002
F: 1.590 0.853 1.089  0.060
H: -0.531 -0.558 -0.275  0.034

Which of them is least stable? Easy: #B.

#A
C10H12N2 as an isolated structure, computed with the ωB97M-V functional and the def2-TZVPD basis.

Its HOMO energy is -8.32 eV. As for the net charge: 0. Its HOMO-LUMO gap is 0.334 hartree.

Each line ends with the Löwdin charge.
Positions of all 24 atoms, in Å:
C: -4.372 -0.079 0.006  -0.023
C: -2.870 -0.021 0.061  -0.335
C: -2.129 -1.133 0.182  -0.034
C: -0.703 -1.145 0.335  -0.016
C: -0.029 -0.027 -0.039  -0.155
C: -0.864 1.195 -0.222  0.048
C: -2.272 1.113 -0.215  -0.056
C: 1.423 0.080 -0.057  -0.321
C: 3.510 0.765 0.224  -0.270
C: 3.574 -0.767 -0.103  -0.216
H: -5.188 0.658 -0.812  0.191
H: -4.602 -0.887 -0.338  -0.066
H: -4.622 0.192 1.091  0.113
H: -2.578 -1.977 0.335  0.055
H: -0.068 -2.176 0.736  0.186
H: -0.594 2.100 -0.275  0.027
H: -2.462 2.174 -0.500  0.138
H: 4.140 0.999 1.188  0.114
H: 4.017 1.445 -0.828  0.171
H: 3.765 -1.143 0.954  0.125
H: 4.388 -0.877 -0.806  0.096
H: 1.716 -1.811 -0.800  0.150
N: 2.110 1.098 0.511  0.059
N: 2.244 -0.894 -0.651  0.018

#B
A single C10H12N2 molecule, computed with the ωB97M-V functional and the def2-TZVPD basis.

Its HOMO energy is -8.81 eV. The SMILES is CC1=NC=C[C@@H]1[C@H]1C=CN=C1C. As for the net charge: 0. Its HOMO-LUMO gap is 0.348 hartree.

Each line ends with the Löwdin charge.
Positions of all 24 atoms, in Å:
C: -0.847 -0.452 -2.011  -0.054
C: -1.250 -0.126 1.898  -0.050
C: -0.659 -0.858 -0.543  -0.244
C: -1.092 0.196 0.397  -0.193
C: 0.339 -0.508 -2.590  -0.184
C: -0.469 0.680 2.586  -0.130
C: 0.817 -1.136 -0.606  -0.316
C: -0.141 1.423 0.595  -0.309
C: 1.487 -1.764 0.559  -0.007
C: 0.510 2.278 -0.417  -0.032
N: 1.342 -0.901 -1.763  0.120
N: 0.162 1.619 1.786  0.114
H: -1.956 -0.253 -2.294  0.143
H: -1.906 -0.894 2.158  0.091
H: -1.316 -1.754 -0.455  0.176
H: -2.184 0.386 0.277  0.165
H: 0.541 -0.143 -3.585  0.104
H: -0.140 0.659 3.539  0.074
H: 0.818 -1.576 1.505  0.117
H: 2.628 -1.735 0.546  0.117
H: 1.317 -2.750 0.382  0.036
H: 0.621 3.353 -0.079  0.102
H: -0.146 2.294 -1.307  0.082
H: 1.525 1.963 -0.576  0.076

Which of them is least stable? Easy: #A.

#A
An isolated ion of composition CH2NO2S2 and charge -1, computed with the ωB97M-V functional and the def2-TZVPD basis.

Its HOMO energy is -3.37 eV. The SMILES is O=C([O-])N(S)S. As for the net charge: -1. Its HOMO-LUMO gap is 0.251 hartree.

Each line ends with the Löwdin charge.
Positions of all 8 atoms, in Å:
C: -1.828 0.153 0.169  -0.805
N: -0.221 -0.106 0.129  -0.897
O: -2.136 1.316 0.307  -0.056
O: -2.440 -0.902 0.133  -0.044
S: 0.783 1.280 0.481  0.522
S: 0.542 -1.592 0.535  0.607
H: -0.468 1.900 0.490  -0.122
H: 0.126 -2.159 -0.533  -0.204

#B
CH2NO2S2 as an isolated structure, computed with the ωB97M-V functional and the def2-TZVPD basis.

Its HOMO energy is -4.79 eV. As for the net charge: -1. Its HOMO-LUMO gap is 0.300 hartree.

Each line ends with the Löwdin charge.
Positions of all 8 atoms, in Å:
C: -3.531 -0.056 0.026  -0.967
N: -2.365 0.012 0.194  0.103
O: -0.202 -0.268 -0.668  -0.583
O: 1.794 -0.975 0.801  -0.625
S: -5.098 0.031 -0.140  0.475
S: 0.913 -1.317 -0.344  0.690
H: 1.691 -0.889 -1.537  -0.026
H: -1.244 -0.180 -0.027  -0.067

Which of them is least stable? Easy: #A.

#A
C4H8N2O3 as an isolated structure, computed with the ωB97M-V functional and the def2-TZVPD basis.

Its HOMO energy is -8.71 eV. As for the net charge: 0. Its HOMO-LUMO gap is 0.346 hartree.

Each line ends with the Löwdin charge.
Positions of all 17 atoms, in Å:
C: 0.992 0.287 0.134  -0.561
C: 0.340 -1.229 -0.909  -0.039
C: -1.152 1.489 -0.029  -0.043
N: -0.276 0.559 0.665  -0.054
N: -0.970 -1.501 -0.366  0.043
C: -0.737 -0.847 0.819  -0.478
O: 1.846 -0.214 1.062  0.075
O: 1.533 1.226 -0.663  0.103
O: -0.656 -1.345 1.935  0.112
H: 1.299 -0.590 1.789  0.118
H: 2.420 1.444 -0.345  0.133
H: -1.868 -1.670 -0.787  0.139
H: 0.318 -0.766 -1.894  0.090
H: 1.018 -2.075 -0.858  0.094
H: -2.092 1.522 0.516  0.092
H: -0.696 2.477 0.007  0.090
H: -1.320 1.235 -1.077  0.087

#B
A single C4H8N2O3 molecule, computed with the ωB97M-V functional and the def2-TZVPD basis.

Its HOMO energy is -9.77 eV. The SMILES is NC(=O)C[C@H](N)C(=O)O. As for the net charge: 0. Its HOMO-LUMO gap is 0.378 hartree.

Each line ends with the Löwdin charge.
Positions of all 17 atoms, in Å:
C: -0.599 0.584 -0.270  -0.277
C: -1.466 -0.689 -0.056  -0.492
C: 0.663 0.709 0.582  -0.079
C: 1.921 0.045 0.041  -0.533
H: -1.071 2.645 -0.432  0.104
H: -1.557 1.995 0.979  0.108
H: -0.262 0.620 -1.330  0.170
H: 0.372 0.347 1.574  0.134
H: 1.044 1.739 0.630  0.124
H: 1.113 -1.861 -0.019  0.081
H: 2.819 -1.611 -0.560  0.120
H: -2.764 0.519 -0.516  0.123
N: -1.447 1.776 -0.024  0.019
N: 1.943 -1.297 -0.151  0.175
O: -0.975 -1.749 0.332  0.074
O: 2.916 0.738 -0.218  0.014
O: -2.726 -0.444 -0.224  0.133

#C
A single C4H8N2O3 molecule, computed with the ωB97M-V functional and the def2-TZVPD basis.

Its HOMO energy is -9.74 eV. The SMILES is NC(=O)C[C@H](N)C(=O)O. As for the net charge: 0. Its HOMO-LUMO gap is 0.369 hartree.

Each line ends with the Löwdin charge.
Positions of all 17 atoms, in Å:
C: 0.753 -0.101 -0.699  -0.370
C: 1.027 1.208 0.006  -0.583
C: -0.667 -0.312 -1.042  -0.066
C: -1.695 0.263 0.033  -0.439
H: 2.031 -1.625 -0.376  0.099
H: 0.585 -1.811 0.087  0.105
H: 1.286 -0.092 -1.716  0.187
H: -1.037 0.455 -1.778  0.139
H: -0.840 -1.422 -1.344  0.151
H: -1.111 -0.848 1.768  0.097
H: -1.832 0.594 2.062  0.112
H: 1.634 0.122 1.160  0.075
N: 1.330 -1.101 0.083  0.056
N: -1.547 -0.051 1.354  0.173
O: 0.972 2.334 -0.440  0.111
O: -2.306 1.310 -0.358  0.006
O: 1.416 1.078 1.202  0.147

Which of them is least stable? Easy: #A.

#A
A single C4H8N2O3 molecule, computed with the ωB97M-V functional and the def2-TZVPD basis.

Its HOMO energy is -10.02 eV. The SMILES is NC(=O)C[C@H](N)C(=O)O. As for the net charge: 0. Its HOMO-LUMO gap is 0.381 hartree.

Each line ends with the Löwdin charge.
Positions of all 17 atoms, in Å:
C: -0.761 -0.030 -0.750  -0.337
C: -1.371 -1.042 0.233  -0.446
C: 0.704 -0.415 -1.004  -0.042
C: 1.704 -0.493 0.244  -0.535
H: -1.786 1.815 -0.410  0.113
H: -0.177 1.934 -0.567  0.104
H: -1.313 -0.251 -1.664  0.153
H: 0.769 -1.457 -1.463  0.144
H: 1.254 0.319 -1.723  0.150
H: 0.573 0.901 1.366  0.073
H: 2.148 0.434 2.003  0.101
H: -1.594 0.468 1.117  0.043
N: -0.922 1.303 -0.305  0.028
N: 1.438 0.376 1.301  0.167
O: -1.377 -2.256 0.106  0.107
O: 2.648 -1.192 0.184  0.091
O: -1.935 -0.414 1.331  0.086

#B
A 2-piece molecular cluster, C4H8N2O3 overall, computed with the ωB97M-V functional and the def2-TZVPD basis.

Its HOMO energy (spin up / spin down) is -9.21 / -9.21 eV. The SMILES is CC(=O)N=O.CC(N)=O. As for the net charge: 0. Its HOMO-LUMO gap (spin up / spin down) is 0.295 / 0.296 hartree.

Each line ends with the Löwdin charge.
Positions of all 17 atoms, in Å:
C: 1.794 1.348 -1.196  -0.017
C: 1.567 -0.132 -1.050  -0.505
N: -0.278 0.794 1.266  -0.006
O: 0.486 1.185 2.121  0.048
O: 2.441 -0.939 -1.335  0.050
H: 1.713 1.812 -0.210  0.062
H: 1.093 1.817 -1.892  0.088
H: 2.821 1.566 -1.492  0.088
C: -2.299 -0.790 1.034  -0.022
C: -0.825 -0.649 1.322  -0.449
N: 0.197 -0.604 -1.085  0.126
O: -0.270 -1.381 2.132  0.082
H: -0.558 0.061 -1.159  0.082
H: 0.090 -1.576 -1.350  0.114
H: -2.887 -0.554 1.923  0.095
H: -2.484 -1.830 0.750  0.092
H: -2.602 -0.128 0.219  0.071

#C
A single C4H8N2O3 molecule, computed with the ωB97M-V functional and the def2-TZVPD basis.

Its HOMO energy is -9.43 eV. The SMILES is NCC(=O)NCC(=O)O. As for the net charge: 0. Its HOMO-LUMO gap is 0.367 hartree.

Each line ends with the Löwdin charge.
Positions of all 17 atoms, in Å:
C: 1.737 0.326 0.539  -0.103
C: 1.313 -0.937 -0.192  -0.533
C: -0.793 -0.027 -1.000  -0.106
C: -1.678 -0.270 0.250  -0.470
H: 1.618 2.543 0.230  0.100
H: 0.358 1.737 0.720  0.056
H: 1.442 0.173 1.663  0.153
H: 2.826 0.191 0.473  0.113
H: 0.000 -1.955 -1.111  0.143
H: -1.520 -0.001 -1.766  0.117
H: -0.465 0.992 -1.016  0.092
H: -3.434 -0.417 0.672  0.120
N: 1.070 1.650 -0.016  -0.033
N: 0.195 -1.015 -0.914  0.084
O: 1.665 -2.006 0.206  0.069
O: -1.409 -0.830 1.342  0.061
O: -2.924 -0.152 -0.080  0.137

Which of them is least stable? Easy: #B.